{"formula": "C36H44BrN3O2P2STc", "method": "wB97M-V/def2-TZVPD", "symbols": ["Tc", "C", "C", "C", "C", "C", "C", "C", "N", "C", "C", "C", "C", "C", "C", "C", "N", "C", "C", "C", "C", "H", "H", "H", "H", "H", "H", "H", "H", "H", "H", "H", "H", "H", "H", "H", "H", "H", "H", "H", "H", "H", "H", "H", "H", "C", "P", "C", "C", "C", "C", "C", "C", "C", "P", "C", "C", "H", "H", "H", "H", "H", "H", "H", "H", "H", "H", "H", "H", "H", "H", "H", "H", "Br", "C", "C", "C", "C", "C", "C", "C", "O", "O", "H", "H", "H", "H", "S", "C", "N"], "xyz": [[1.19451, -0.14008, 0.56972], [-5.44252, -0.95441, 3.17949], [-5.09005, -0.17557, 1.90928], [-5.86936, -0.77712, 0.72580], [-5.50349, 1.29096, 2.10350], [-3.61382, -0.25407, 1.59729], [-2.73320, -1.11884, 2.25489], [-1.39236, -1.11175, 1.92572], [-0.86360, -0.32211, 0.99708], [-1.70314, 0.45943, 0.27987], [-3.05769, 0.51639, 0.57300], [-1.06869, 1.14734, -0.85207], [-1.74145, 1.93095, -1.78851], [-1.06553, 2.51004, -2.86278], [0.30501, 2.24307, -2.93649], [0.90426, 1.43991, -1.99329], [0.24855, 0.90498, -0.96868], [-1.72907, 3.35663, -3.92812], [-3.24220, 3.45689, -3.75104], [-1.43686, 2.72594, -5.29959], [-1.13864, 4.77460, -3.88335], [-6.48527, -0.77821, 3.42642], [-4.83732, -0.62723, 4.02242], [-5.31190, -2.02391, 3.03694], [-6.92898, -0.78148, 0.96622], [-5.55550, -1.80080, 0.53709], [-5.73020, -0.20022, -0.18461], [-6.55636, 1.33702, 2.36553], [-5.36638, 1.88033, 1.20254], [-4.93115, 1.74510, 2.90788], [-3.06973, -1.79190, 3.02721], [-0.70580, -1.79845, 2.40217], [-3.69487, 1.16552, -0.00433], [-2.80008, 2.08506, -1.68209], [0.91260, 2.64550, -3.72870], [1.95580, 1.20630, -2.06478], [-3.70969, 2.47709, -3.78412], [-3.65735, 4.04479, -4.56466], [-3.50380, 3.95674, -2.82257], [-1.80029, 1.70190, -5.33404], [-0.37511, 2.72781, -5.52611], [-1.94267, 3.29322, -6.07598], [-1.32058, 5.24414, -2.92016], [-1.61566, 5.38023, -4.64844], [-0.07018, 4.77779, -4.07407], [4.36339, 1.30136, -0.92416], [3.62963, 0.07816, 0.21860], [4.53423, -1.45481, -0.19006], [4.26065, 0.54878, 1.86510], [5.33551, 1.41149, 2.03976], [5.81172, 1.69377, 3.31023], [5.23034, 1.09618, 4.41536], [4.13922, 0.25622, 4.25492], [3.62603, -0.00105, 2.98871], [2.09868, -0.98811, 2.74774], [2.59586, -2.68879, 3.19193], [1.04883, -0.49399, 4.16597], [5.44986, 1.28248, -0.83996], [3.98817, 2.29698, -0.68730], [4.11041, 1.04850, -1.95301], [5.61349, -1.30498, -0.12459], [4.27248, -1.75161, -1.20654], [4.23010, -2.25319, 0.48582], [5.80650, 1.87823, 1.19037], [6.64104, 2.37377, 3.43330], [5.61370, 1.29572, 5.40513], [3.70381, -0.19803, 5.13376], [2.93616, -2.68951, 4.22783], [3.39770, -3.04002, 2.54578], [1.75365, -3.37184, 3.08075], [1.65987, -0.24650, 5.02955], [0.38888, -1.31221, 4.44240], [0.45939, 0.38141, 3.89913], [2.34261, -4.43430, 0.13823], [1.45128, -4.58948, -1.51681], [1.73234, -5.70678, -2.28917], [1.04253, -5.90794, -3.47077], [0.05283, -5.01259, -3.85448], [-0.20603, -3.89135, -3.08293], [0.51241, -3.63812, -1.91594], [0.24457, -2.34732, -1.20363], [-0.80037, -1.73736, -1.38047], [1.18446, -1.88578, -0.44655], [2.48068, -6.41299, -1.96264], [1.26827, -6.77143, -4.07605], [-0.50353, -5.18278, -4.76186], [-0.96399, -3.17955, -3.37342], [1.75470, 3.75742, 3.06267], [1.51423, 2.49623, 2.15663], [1.33354, 1.52621, 1.49914]], "mulliken_spin": [0.9561, 0.0002, 0.0031, 0.0020, 0.0019, 0.0030, -0.0035, 0.0174, -0.0412, 0.0505, -0.0060, 0.0273, -0.0037, 0.0048, -0.0075, 0.0198, -0.0292, 0.0009, 0.0006, 0.0013, 0.0013, -0.0001, -0.0001, 0.0000, 0.0001, -0.0001, -0.0002, 0.0001, -0.0001, 0.0000, 0.0000, -0.0022, 0.0007, -0.0004, 0.0000, -0.0069, 0.0000, 0.0000, 0.0000, -0.0002, 0.0000, 0.0001, -0.0001, 0.0001, 0.0000, 0.0016, -0.0198, 0.0020, -0.0176, -0.0005, 0.0011, 0.0004, -0.0019, 0.0009, -0.0113, 0.0018, -0.0006, -0.0011, 0.0005, -0.0007, -0.0011, 0.0007, -0.0001, -0.0002, -0.0004, -0.0004, -0.0003, -0.0006, -0.0002, 0.0003, -0.0008, 0.0001, -0.0004, 0.0009, -0.0017, 0.0007, 0.0000, 0.0000, 0.0006, -0.0013, 0.0140, -0.0006, -0.0165, 0.0001, 0.0000, 0.0000, 0.0002, 0.0400, 0.0504, -0.0278], "spin_multiplicity": 2, "relative_energy_kcal_mol": 6.2, "s2": 0.90, "orbital_gap_ev": [4.98, 5.57], "charge": 2, "homo_ev": [-13.39, -13.39], "energy_ev": -148255.7330}